Formula: C32H84AsF12N6O10
Source: the OMol25 dataset
Level of theory: ωB97M-V with the def2-TZVPD basis set

Geometry as XYZ:
```
145
Properties=species:S:1:pos:R:3:forces:R:3
C 6.398795 -0.967025 0.417417 0.923 -0.131 -0.932
C 5.141054 -0.459722 -0.225379 -1.602 0.841 0.387
C 5.391839 0.406136 -1.450317 -0.249 1.685 -0.738
O 4.194257 0.802050 -2.171039 0.338 -1.484 0.621
C 4.395214 1.252597 -3.493032 -0.194 0.113 -1.131
N 4.192554 -1.594136 -0.582873 1.116 -0.582 -0.229
H 4.628298 -2.155435 -1.300631 0.053 -0.217 -0.815
H 4.062082 -2.272991 0.153500 -0.101 0.088 0.731
H 3.281100 -1.301397 -0.904827 -0.620 0.532 -0.305
H 6.886256 -1.585293 -0.336388 0.074 -0.681 0.228
H 6.324624 -1.469720 1.381724 -0.313 -0.006 -0.196
H 7.157309 -0.189341 0.506758 -0.373 0.417 0.278
H 4.527499 0.128135 0.457314 0.103 0.123 0.173
H 6.172245 0.047501 -2.121469 -0.135 -0.532 -0.139
H 5.757151 1.362316 -1.075660 0.539 -0.088 0.379
H 3.416470 1.403633 -3.948386 -0.092 0.530 0.512
H 4.800427 0.565610 -4.235961 0.580 -0.810 0.605
H 5.010648 2.146774 -3.591888 -0.122 0.254 0.420
C -4.525836 6.852243 1.394712 1.167 1.182 0.810
C -3.122186 6.643734 0.891732 -0.413 -1.172 -0.156
C -2.443158 5.444054 1.546449 0.039 -0.244 -0.851
O -1.173968 5.251338 0.917979 -0.758 -1.166 0.278
C -0.845875 3.848790 0.715145 0.338 0.765 -0.681
N -3.220179 6.421308 -0.635436 0.550 1.006 -0.130
H -2.383678 6.028048 -1.042528 0.669 -0.146 0.107
H -4.019014 5.978399 -1.066462 -0.520 -0.728 0.719
H -3.315784 7.366262 -0.978975 0.289 0.608 -0.491
H -5.222028 6.014043 1.365625 0.260 0.004 -0.069
H -4.925727 7.780067 0.985673 -0.381 -0.181 -0.033
H -4.215179 7.101709 2.409287 -1.124 -0.021 0.579
H -2.513722 7.541600 0.999938 -0.050 0.002 -0.121
H -3.150959 4.628465 1.398401 0.169 -0.677 -0.433
H -2.381100 5.480706 2.634066 0.253 0.716 0.049
H 0.160155 3.822006 0.296467 0.073 0.132 0.432
H -1.476799 3.423023 -0.065081 -0.506 0.037 -0.050
H -0.911917 3.180810 1.573937 0.019 0.432 0.312
C 2.284501 -5.562099 5.328858 -0.540 0.415 0.006
C 1.142690 -4.504059 5.246241 1.062 -0.408 -1.191
C 1.737231 -3.048563 5.379685 -0.500 -0.066 0.165
O 0.878911 -2.033212 4.860938 -1.045 -0.813 -0.341
C 1.421334 -0.884770 4.199610 1.786 -0.428 0.422
N 0.549555 -4.619478 3.831070 0.436 0.917 1.273
H 1.224827 -4.348039 3.130761 0.391 -0.317 -0.313
H 0.141410 -5.530173 3.675691 -0.036 -0.298 -0.191
H -0.151049 -3.892209 3.812909 -0.959 0.296 -0.523
H 2.015120 -6.613185 5.225110 -0.757 0.077 0.404
H 2.807059 -5.450453 6.278901 0.227 0.013 -0.226
H 2.936173 -5.448884 4.462488 0.452 0.543 0.242
H 0.267427 -4.737557 5.852457 0.335 0.318 0.467
H 2.713332 -3.013975 4.895819 0.111 -0.101 -0.276
H 1.918914 -2.890020 6.442681 -0.026 0.039 0.127
H 1.617361 -0.060629 4.885515 -0.578 0.048 0.160
H 0.893902 -0.554851 3.304589 -0.516 -0.352 0.467
H 2.427179 -1.151031 3.874825 0.237 -0.050 -0.365
C -2.853264 -5.580845 -0.475200 -0.349 1.275 0.303
C -2.260206 -4.314035 0.278684 -1.932 -0.971 0.062
C -2.596379 -4.302117 1.853715 1.304 0.069 -1.309
O -1.732742 -3.436826 2.614732 -0.142 -1.633 -0.427
C -2.214977 -2.151774 2.840804 -0.010 0.987 -0.733
N -0.802166 -4.287891 0.110268 -0.460 0.133 1.648
H -0.500594 -4.796911 0.928835 0.905 -0.134 0.050
H -0.474503 -4.772243 -0.713226 0.255 -0.703 -2.029
H -0.502547 -3.326719 0.190780 0.719 0.274 -0.149
H -2.320465 -6.525498 -0.366325 0.171 0.173 0.600
H -2.878659 -5.448573 -1.556852 0.315 0.419 0.009
H -3.893977 -5.671490 -0.164083 0.030 -0.288 0.169
H -2.635507 -3.388174 -0.157240 -0.111 -0.142 -0.172
H -2.332234 -5.298136 2.209050 -0.561 -0.216 0.111
H -3.637400 -4.024250 2.018523 -0.018 -0.363 -0.016
H -2.296674 -1.636083 1.883993 0.189 0.347 -0.094
H -1.440314 -1.684345 3.448678 -0.504 0.349 0.141
H -3.225617 -2.116801 3.247602 0.120 -0.270 0.624
C 0.800115 1.096585 -4.471900 -0.787 0.775 1.637
C -0.653979 1.507697 -4.090896 -0.919 1.118 -0.751
C -1.587838 0.397920 -3.785589 0.237 -0.675 1.449
O -2.894635 0.857719 -3.345250 2.021 0.586 -0.814
C -3.699819 -0.256958 -3.156233 -0.445 -1.393 -0.358
N -0.768313 2.589614 -2.911747 0.259 -0.382 -0.600
H -0.221327 3.424275 -3.067472 0.905 -0.017 -0.231
H -1.684777 2.983484 -2.753435 -0.945 -0.534 -0.770
H -0.571213 2.218905 -1.993148 0.941 -0.718 0.655
H 1.253243 1.999969 -4.880152 0.394 -0.443 -0.236
H 0.929256 0.196459 -5.072896 -0.718 0.368 -0.599
H 1.313560 0.772544 -3.566646 0.137 0.379 0.330
H -1.161377 2.053680 -4.886227 0.484 0.276 -0.298
H -1.121594 -0.208622 -3.009169 -0.246 -0.223 0.476
H -1.565541 -0.270582 -4.646233 -0.684 0.149 -0.348
H -3.674638 -0.895165 -4.039500 -0.401 0.132 -0.391
H -4.726248 0.057935 -2.968109 0.110 -0.066 0.173
H -3.307948 -0.940211 -2.402769 -0.118 0.292 0.662
C -8.332414 2.548772 -0.671380 1.111 0.961 0.022
C -6.809193 2.853863 -0.910539 -1.438 -0.282 0.013
C -5.876572 1.963658 -0.098385 2.156 0.253 -0.641
O -4.446567 2.221043 -0.478375 -2.443 0.539 -0.166
C -3.518275 1.434557 0.250110 0.188 0.153 0.118
N -6.507511 2.759242 -2.382464 0.646 -0.591 0.060
H -5.499190 2.701225 -2.376962 0.861 -0.133 -0.569
H -6.863510 1.949764 -2.870434 -0.338 -0.619 -0.016
H -6.795643 3.565825 -2.917708 -0.291 0.433 -0.064
H -8.601911 1.505947 -0.838648 0.214 0.001 0.134
H -8.934459 3.176936 -1.327919 0.004 -0.032 -0.112
H -8.582994 2.875151 0.337973 -0.049 -0.333 0.049
H -6.550670 3.905018 -0.782768 -0.282 0.022 0.838
H -5.980340 0.896002 -0.291851 -0.656 -0.034 0.168
H -6.012331 2.210640 0.954545 -0.133 -0.194 0.049
H -3.345037 1.853188 1.241484 0.126 0.174 0.043
H -2.609485 1.471182 -0.350616 0.011 -0.321 0.309
H -3.846351 0.408660 0.417449 -0.072 -0.152 -0.390
As 0.152335 -0.207399 0.319565 1.444 1.006 0.074
F 1.262212 -0.706330 -0.987023 -0.982 0.406 0.565
F -1.199481 -0.852475 -0.652475 0.866 0.889 1.064
F -0.905301 0.390465 1.654409 1.194 -0.724 -1.713
F 1.678113 0.298596 1.152435 -2.011 -0.232 -0.615
F -0.010378 1.450230 -0.431061 -0.025 -1.488 0.331
F 0.328605 -1.767788 1.073787 -0.259 0.100 -0.015
C 0.610604 -5.052439 -3.351768 -1.697 -3.084 0.096
O 1.731307 -5.851185 -2.989714 0.804 0.220 0.337
O -0.479190 -5.676817 -2.785308 1.184 2.971 0.862
C 0.946031 -3.585520 -2.999308 0.026 0.362 -1.494
F 1.680575 -2.910395 -3.951839 -0.524 -0.396 -0.336
F -0.122232 -2.814664 -2.787875 -1.130 0.402 0.014
F 1.689619 -3.434150 -1.929632 1.084 -0.209 2.456
C 2.975846 -5.601220 -3.597471 1.157 -0.119 0.701
C 4.035418 -6.519869 -2.920919 -0.183 0.457 -1.247
H 4.000987 -6.433600 -1.834889 -0.335 -0.370 -0.059
H 3.959340 -7.529466 -3.324672 -0.353 -0.173 0.647
H 5.047501 -6.236341 -3.209707 0.031 0.381 -0.148
H 3.309560 -4.574265 -3.448784 -0.020 0.392 0.279
H 2.966017 -5.686423 -4.684088 -0.205 -0.529 -0.176
H 0.520018 -5.120884 -4.435840 0.113 0.547 -0.616
C 3.961622 4.282852 3.436821 1.864 1.970 -1.053
O 4.379010 4.791768 2.164213 -0.330 -1.378 -0.570
O 3.372644 5.388642 4.106397 0.211 -3.225 -0.892
C 3.334841 2.816594 3.349716 -0.484 -1.065 0.565
F 2.877774 2.409130 4.555419 -0.451 0.951 -0.738
F 2.352214 2.770619 2.411543 0.744 -0.048 0.950
F 4.207678 1.735181 3.063304 -0.602 2.330 -0.451
C 5.501384 4.155811 1.412349 -0.959 0.416 0.297
C 5.327635 4.631050 -0.048527 0.250 -0.832 0.973
H 5.526692 5.701740 -0.094292 -0.183 -0.186 -0.390
H 5.955778 4.043560 -0.718139 0.669 0.367 0.142
H 4.343731 4.332116 -0.410012 -0.349 0.537 0.328
H 5.512039 3.068250 1.484531 -0.589 -0.144 -0.023
H 6.430206 4.440404 1.906722 0.090 0.494 -0.269
H 4.916250 4.147901 3.945317 0.101 -0.208 1.074
```
Forces are in eV/Å.

As for the multiplicity: 2. The expectation value of S² is 0.754. The molecular weight comes out at 1016.0 u. The net charge is +4. For the energy, the calculation gives -5783.2477 a.u.

Results of the Löwdin charge analysis, in e, for atoms 1 through 99: -0.02 -0.31 -0.15 -0.18 -0.10 0.25 0.17 0.17 0.11 0.10 0.10 0.11 0.14 0.14 0.13 0.06 0.10 0.10 -0.02 -0.29 -0.17 -0.16 -0.08 0.24 0.15 0.16 0.17 0.09 0.10 0.11 0.17 0.12 0.16 0.09 0.04 0.10 -0.02 -0.23 -0.14 -0.19 -0.06 0.21 0.16 0.17 0.11 0.09 0.10 0.09 0.16 0.12 0.14 0.09 0.05 0.08 -0.01 -0.27 -0.10 -0.25 -0.10 0.23 0.14 0.11 0.10 0.10 0.08 0.08 0.14 0.13 0.14 0.06 0.09 0.11 0.00 -0.23 -0.19 -0.18 -0.11 0.25 0.16 0.13 0.09 0.09 0.11 0.07 0.15 0.11 0.16 0.11 0.08 0.09 0.01 -0.29 -0.11 -0.24 -0.11 0.23 0.13 0.18 0.18